Entry 1:
Molecular formula: C31H40ClF32N2O5
Method: DFT, ωB97M-V/def2-TZVPD

* molar mass: 1164.06 g/mol
* total charge: +1
* spin multiplicity: 1
* ΔE to the lowest compared entry with this formula, charge and spin: 0.000 eV

Element x y z (Å)
C (5.16, -3.43, 0.06)
C (5.11, -1.91, 0.03)
O (5.41, -1.45, -1.29)
C (5.92, -0.14, -1.40)
C (4.90, 0.74, -2.08)
N (3.62, 0.79, -1.31)
C (3.75, 1.48, 0.01)
C (2.44, 1.64, 0.75)
N (1.32, 2.06, -0.08)
C (1.20, 1.36, -1.36)
C (0.67, -0.08, -1.27)
C (-0.83, -0.23, -1.48)
C (-1.33, -1.61, -1.09)
Cl (-1.72, 1.03, -0.52)
C (2.52, 1.43, -2.10)
H (5.72, -3.79, 0.91)
H (4.17, -3.87, 0.09)
H (5.65, -3.79, -0.85)
H (4.11, -1.56, 0.33)
H (5.83, -1.48, 0.73)
H (6.81, -0.15, -2.03)
H (6.22, 0.23, -0.41)
H (5.24, 1.76, -2.23)
H (4.64, 0.30, -3.04)
H (3.36, -0.19, -1.14)
H (4.43, 0.89, 0.62)
H (4.23, 2.44, -0.19)
H (2.64, 2.44, 1.46)
H (2.23, 0.74, 1.34)
H (0.46, 1.89, 0.43)
H (0.52, 1.95, -1.97)
H (0.93, -0.53, -0.30)
H (1.13, -0.71, -2.04)
H (-1.09, -0.01, -2.51)
H (-2.23, -1.87, -1.64)
H (-1.58, -1.64, -0.03)
H (-0.56, -2.36, -1.29)
H (2.83, 2.46, -2.29)
H (2.45, 0.89, -3.05)
C (-5.10, 3.18, -4.94)
C (-4.88, 4.62, -5.42)
C (-4.14, 4.82, -6.74)
F (-2.90, 4.30, -6.67)
F (-4.03, 6.14, -6.98)
F (-4.31, 5.35, -4.45)
F (-6.14, 5.11, -5.64)
O (-4.16, 2.70, -3.98)
C (-3.01, 2.08, -4.32)
C (-1.78, 2.79, -3.73)
F (-1.72, 4.06, -4.15)
F (-0.66, 2.14, -4.16)
F (-2.88, 1.88, -5.63)
F (-3.02, 0.84, -3.73)
H (-6.04, 3.20, -4.40)
H (-5.20, 2.50, -5.79)
H (-4.69, 4.35, -7.57)
H (-1.80, 2.75, -2.64)
C (-2.21, -7.12, -3.78)
C (-2.77, -8.32, -3.01)
C (-4.00, -8.08, -2.12)
F (-3.72, -7.16, -1.18)
F (-4.33, -9.23, -1.51)
F (-1.80, -8.92, -2.31)
F (-3.21, -9.20, -3.97)
O (-1.10, -6.47, -3.19)
C (-1.23, -5.44, -2.32)
C (-0.56, -5.75, -0.96)
F (-1.08, -6.85, -0.41)
F (-0.77, -4.70, -0.13)
F (-2.50, -5.04, -2.15)
F (-0.54, -4.37, -2.82)
H (-1.81, -7.55, -4.70)
H (-3.00, -6.43, -4.05)
H (-4.84, -7.74, -2.72)
H (0.52, -5.88, -1.11)
C (-5.67, -0.21, 3.10)
C (-4.88, 1.09, 3.26)
C (-3.41, 1.08, 2.84)
F (-2.69, 0.20, 3.57)
F (-2.88, 2.31, 3.05)
F (-5.00, 1.57, 4.51)
F (-5.47, 1.98, 2.40)
O (-5.79, -1.03, 4.25)
C (-4.88, -2.00, 4.55)
C (-4.26, -1.79, 5.94)
F (-3.70, -0.57, 6.03)
F (-3.30, -2.72, 6.12)
F (-3.93, -2.12, 3.60)
F (-5.54, -3.18, 4.60)
H (-6.69, 0.11, 2.88)
H (-5.30, -0.77, 2.23)
H (-3.30, 0.83, 1.79)
H (-5.03, -1.90, 6.71)
C (3.79, 4.80, 4.23)
C (4.69, 3.72, 3.62)
C (4.40, 2.26, 3.98)
F (4.62, 2.02, 5.28)
F (5.22, 1.46, 3.25)
F (5.98, 4.00, 3.79)
F (4.44, 3.77, 2.25)
O (4.31, 5.46, 5.37)
C (4.09, 4.99, 6.64)
C (5.41, 4.75, 7.39)
F (6.19, 3.90, 6.69)
F (5.13, 4.18, 8.58)
F (3.31, 3.89, 6.64)
F (3.43, 5.95, 7.32)
H (3.74, 5.58, 3.47)
H (2.79, 4.41, 4.39)
H (3.37, 2.00, 3.73)
H (5.93, 5.69, 7.54)

Atomic partial charges in e from the Löwdin method, atoms 1 to 99: -0.0457 -0.2514 -0.1412 -0.1860 -0.0753 -0.0792 -0.0865 -0.1784 -0.0018 -0.3389 -0.1734 -0.6614 -0.1070 0.7117 -0.0572 0.0821 0.0735 0.0864 0.1055 0.1220 0.1421 0.1242 0.1483 0.1433 0.1608 0.1157 0.1457 0.1041 0.1263 0.0689 0.1221 0.1244 0.1292 0.0840 0.0895 0.0793 0.0633 0.1537 0.1452 -0.0256 -0.4458 -0.3053 0.0907 0.1106 0.1445 0.1039 0.0595 -0.5461 -0.2900 0.1215 0.0671 0.1590 0.1112 0.1523 0.1497 0.1744 0.1258 -0.0283 -0.4461 -0.3065 0.0919 0.1117 0.1461 0.1026 0.0582 -0.5473 -0.2850 0.1190 0.0848 0.1499 0.1102 0.1519 0.1489 0.1738 0.1740 -0.0397 -0.4426 -0.3185 0.0909 0.0924 0.1498 0.0972 0.0571 -0.5451 -0.2840 0.1016 0.1017 0.1417 0.1433 0.1527 0.1475 0.1190 0.1764 -0.0446 -0.4289 -0.3113 0.1208 0.0797 0.1563

=====

Entry 2:
Molecular formula: C5H12NO
Method: DFT, ωB97M-V/def2-TZVPD

* molar mass: 102.16 g/mol
* total charge: +1
* spin multiplicity: 1
* ΔE to the lowest compared entry with this formula, charge and spin: 3.695 eV

Element x y z (Å)
C (0.09, -2.29, -2.16)
C (-0.48, -0.82, -2.07)
C (-0.43, -0.09, -0.77)
C (0.05, -0.55, 0.42)
N (0.49, 0.48, 1.39)
C (0.26, 0.13, 2.63)
H (-0.35, -2.86, -1.27)
H (-0.18, -2.72, -3.19)
H (1.16, -2.48, -2.11)
H (0.03, -0.06, -2.91)
H (-1.61, -0.90, -2.42)
H (-0.87, 0.96, -0.76)
H (0.05, -1.45, 1.02)
H (0.59, 1.45, 1.04)
H (0.59, -0.72, 3.10)
H (0.05, 0.86, 3.42)
H (0.51, 4.39, 1.75)
H (-0.44, 3.21, 1.46)
O (0.49, 3.43, 1.42)

The natural (NBO) scheme yields these atomic charges, measured in e: -0.6259 -0.4663 -0.1127 -0.0993 -0.4048 0.1288 0.2070 0.2455 0.2284 0.2616 0.2536 0.2279 0.2291 0.4723 0.2219 0.2201 0.5167 0.4677 -0.9715

=====

Entry 3:
Molecular formula: C2H10O3
Method: DFT, ωB97M-V/def2-TZVPD

* molar mass: 82.10 g/mol
* spin multiplicity: 1
* ΔE to the lowest compared entry with this formula, charge and spin: 1.821 eV
* structure (SMILES): CCO.O.O

Element x y z (Å)
C (1.21, 0.88, -0.35)
C (0.13, -0.08, -1.05)
O (-0.45, 0.09, -2.48)
H (1.91, 1.24, -1.20)
H (1.78, 0.12, 0.16)
H (0.75, 1.75, 0.09)
H (0.61, -1.11, -0.96)
H (-0.81, -0.14, -0.48)
H (0.19, 0.79, -2.73)
O (-2.78, -4.56, 0.34)
H (-2.36, -3.77, 0.70)
H (-2.11, -5.24, 0.63)
O (0.38, 3.47, 2.31)
H (0.91, 2.66, 1.95)
H (0.64, 3.89, 3.07)

The natural (NBO) scheme yields these atomic charges, measured in e: -0.6554 -0.0874 -0.7147 0.2077 0.2350 0.2158 0.1613 0.1815 0.4561 -0.9276 0.4634 0.4642 -0.9701 0.4906 0.4794

=====

Entry 4:
Molecular formula: C35H40N3S2SeSn
Method: DFT, ωB97M-V/def2-TZVPD

* molar mass: 764.53 g/mol
* total charge: +1
* spin multiplicity: 1
* ΔE to the lowest compared entry with this formula, charge and spin: 0.000 eV

Element x y z (Å)
Sn (-1.37, -0.87, 0.75)
C (-5.22, -2.86, 1.03)
C (-4.94, -1.46, 0.57)
C (-4.65, -1.19, -0.77)
C (-4.39, 0.11, -1.19)
C (-4.41, 1.16, -0.28)
C (-4.70, 0.90, 1.05)
C (-4.97, -0.40, 1.46)
H (-6.29, -3.07, 1.03)
H (-4.86, -3.02, 2.05)
H (-4.74, -3.60, 0.38)
H (-4.62, -2.00, -1.48)
H (-4.18, 0.30, -2.24)
H (-4.21, 2.17, -0.61)
H (-4.72, 1.71, 1.77)
H (-5.20, -0.59, 2.51)
S (-0.19, 1.37, 0.00)
C (0.10, 1.22, -1.64)
N (0.05, 2.26, -2.44)
C (0.44, 2.17, -3.85)
C (1.55, 1.16, -3.99)
N (1.11, -0.11, -3.42)
C (1.66, -1.34, -4.04)
C (3.05, -1.64, -3.53)
C (3.24, -2.63, -2.58)
C (4.52, -2.89, -2.08)
C (5.60, -2.16, -2.54)
C (5.42, -1.18, -3.51)
C (4.15, -0.93, -4.01)
C (0.47, -0.14, -2.26)
S (0.05, -1.55, -1.49)
C (-0.39, 3.59, -2.01)
C (0.76, 4.48, -1.61)
C (1.99, 3.99, -1.21)
C (3.01, 4.85, -0.82)
C (2.80, 6.22, -0.84)
C (1.57, 6.73, -1.25)
C (0.56, 5.86, -1.63)
H (0.79, 3.15, -4.16)
H (-0.43, 1.90, -4.45)
H (2.46, 1.50, -3.50)
H (1.77, 1.00, -5.05)
H (1.66, -1.15, -5.12)
H (0.98, -2.15, -3.84)
H (2.40, -3.21, -2.23)
H (4.66, -3.67, -1.35)
H (6.59, -2.37, -2.16)
H (6.27, -0.63, -3.89)
H (4.02, -0.19, -4.79)
H (-1.10, 3.46, -1.19)
H (-0.93, 4.02, -2.85)
H (2.17, 2.92, -1.17)
H (3.96, 4.45, -0.50)
H (3.59, 6.90, -0.54)
H (1.40, 7.79, -1.27)
H (-0.39, 6.26, -1.96)
C (1.76, 0.34, 2.98)
C (1.40, -1.12, 2.73)
C (2.16, -1.63, 1.50)
C (1.84, -1.94, 3.95)
C (-0.10, -1.33, 2.48)
H (2.85, 0.46, 2.96)
H (1.42, 0.68, 3.96)
H (1.35, 1.01, 2.23)
H (3.24, -1.66, 1.70)
H (2.00, -0.97, 0.64)
H (1.85, -2.64, 1.22)
H (2.89, -1.77, 4.18)
H (1.71, -3.01, 3.77)
H (1.25, -1.67, 4.83)
H (-0.32, -2.39, 2.61)
Se (-1.26, -0.40, 3.79)
C (-2.35, -1.84, 4.42)
C (-3.68, -1.58, 4.70)
C (-4.47, -2.61, 5.18)
N (-4.03, -3.85, 5.38)
C (-2.75, -4.08, 5.12)
C (-1.87, -3.12, 4.65)
H (-4.10, -0.59, 4.55)
H (-5.52, -2.43, 5.41)
H (-2.40, -5.09, 5.30)
H (-0.83, -3.37, 4.50)

The natural (NBO) scheme yields these atomic charges, measured in e: 1.0943 -0.6398 -0.0157 -0.2261 -0.2037 -0.2356 -0.2197 -0.1653 0.2336 0.2225 0.2167 0.2155 0.2102 0.2127 0.2203 0.2048 -0.0904 0.1010 -0.3340 -0.2221 -0.2358 -0.3469 -0.2519 0.0141 -0.2287 -0.1867 -0.1946 -0.1976 -0.2412 0.0896 -0.0697 -0.2342 -0.0750 -0.2298 -0.1921 -0.1975 -0.2069 -0.1499 0.2446 0.2232 0.2281 0.2379 0.2212 0.2462 0.2223 0.2241 0.2267 0.2255 0.2066 0.2502 0.2230 0.2049 0.2233 0.2274 0.2267 0.2080 -0.6179 -0.1024 -0.6017 -0.6131 -0.9025 0.2198 0.2224 0.2031 0.2197 0.2043 0.2046 0.2191 0.2037 0.2175 0.2281 0.3689 -0.1588 -0.2879 0.0461 -0.4035 0.0512 -0.2931 0.2271 0.2027 0.2019 0.2260

=====

Values of HOMO level, in order: -12.56 -13.50 -10.47 -10.32, all in eV.